A single C3H5FO2S molecule at a distorted geometry, computed with ωB97M-V/def2-TZVPD.

Results
Total charge ... 0
Orbital gap ... 9.71 eV
Electronic energy ... -20837.1680 eV
LUMO ... 0.766 eV
Energy relative to the best compared isomer or geometry (same formula, charge and spin) ... 2.304 eV

Each line ends with the Löwdin charge.
Positions of all 12 atoms, in Å:
C (0.233, -0.080, 0.257)  -0.169
C (-0.822, -0.154, -0.872)  -0.232
C (0.866, 1.245, 0.183)  -0.289
O (2.199, 1.134, -2.417)  -0.479
O (0.030, -0.107, -2.047)  -0.382
F (0.116, 2.351, 0.423)  -0.021
S (0.866, 1.383, -1.993)  1.007
H (-0.197, -0.171, 1.234)  0.121
H (0.774, -0.946, -0.035)  0.119
H (-1.274, -1.138, -1.079)  0.137
H (-1.463, 0.678, -0.659)  0.104
H (1.814, 1.297, 0.495)  0.085